w:
Here is a cluster of 2 separate species, CH2NO3S in total from the OMol25 dataset. Energies are from the ωB97M-V functional and the def2-TZVPD basis.

Each line ends with the natural charge from an NBO analysis.
Element x y z (Å)
1 C 2.165 0.780 1.803  0.11
2 N 3.009 1.268 2.430  -0.41
3 O -2.186 0.409 -0.555  -1.01
4 O 0.012 1.478 -0.895  -1.03
5 O -0.151 -0.529 0.428  -1.05
6 S -0.750 0.296 -0.609  2.30
7 H 1.521 0.275 1.139  0.27
8 H -0.466 -0.439 -1.951  -0.18

Output
Net charge = -1
Spin multiplicity = 1
Lowest unoccupied orbital energy = 4.0 eV
Kohn-Sham gap = 0.3555 Ha

=====

x:
Here is the ion CH2NO3S with charge -1 from the OMol25 dataset. Energies are from the ωB97M-V functional and the def2-TZVPD basis.

Each line ends with the natural charge from an NBO analysis.
Element x y z (Å)
1 C 0.949 -0.190 -0.745  0.03
2 N -0.433 -0.356 -0.645  -0.35
3 O -2.295 0.996 0.682  -1.03
4 O -0.121 0.641 1.916  -1.03
5 O 0.501 -1.481 -0.483  -0.43
6 S -1.210 0.002 1.095  1.52
7 H 1.186 0.002 -1.719  0.13
8 H 1.422 0.386 -0.100  0.16

Output
Net charge = -1
Spin multiplicity = 1
Lowest unoccupied orbital energy = 4.2 eV
Kohn-Sham gap = 0.2911 Ha

=====

y:
Here is the ion CH2NO3S with charge -1 from the OMol25 dataset. Energies are from the ωB97M-V functional and the def2-TZVPD basis.

Each line ends with the natural charge from an NBO analysis.
Element x y z (Å)
1 C 0.287 -0.718 1.126  0.83
2 N 1.114 1.009 -0.879  -1.06
3 O 1.132 -0.286 1.808  -0.63
4 O -0.245 -1.796 0.875  -0.71
5 O -1.595 -0.101 -0.827  -0.89
6 S -0.551 0.929 0.083  0.69
7 H 1.110 1.909 -1.527  0.29
8 H -1.251 -0.946 -0.658  0.48

Output
Net charge = -1
Spin multiplicity = 1
Lowest unoccupied orbital energy = 3.7 eV
Kohn-Sham gap = 0.2783 Ha

=====

Winner for stability: w

=====

w:
Here is a cluster of 2 separate species, C5H12NO in total from the OMol25 dataset. Energies are from the ωB97M-V functional and the def2-TZVPD basis.

Each line ends with the natural charge from an NBO analysis.
Element x y z (Å)
1 C -2.867 -0.571 1.116  -0.66
2 C -0.080 0.265 -1.506  -0.71
3 C 2.675 1.100 0.385  -0.44
4 C -2.174 -0.323 -0.197  -0.23
5 C -0.813 -0.022 -0.267  -0.17
6 N 2.965 -0.098 -0.313  -0.56
7 O 2.477 -1.190 0.574  -0.72
8 H -3.969 -0.386 1.035  0.20
9 H -2.869 -1.690 1.096  0.21
10 H -2.341 -0.129 2.022  0.23
11 H -0.633 -0.103 -2.406  0.19
12 H 0.399 1.261 -1.581  0.24
13 H 0.921 -0.404 -1.523  0.29
14 H 2.775 1.820 -0.428  0.17
15 H 1.614 1.095 0.812  0.10
16 H 3.372 1.335 1.250  0.10
17 H -2.764 -0.312 -1.155  0.18
18 H 1.514 -1.329 0.534  0.40
19 H -0.201 -0.320 0.550  0.19

Output
Net charge = -1
Spin multiplicity = 1
Lowest unoccupied orbital energy = 3.5 eV
Kohn-Sham gap = 0.1715 Ha

=====

x:
Here is a structure of composition C5H12NO from the OMol25 dataset. Energies are from the ωB97M-V functional and the def2-TZVPD basis.

Each line ends with the natural charge from an NBO analysis.
Element x y z (Å)
1 C -0.482 -1.024 0.610  -0.23
2 N -1.190 0.172 0.209  -0.80
3 C -0.325 1.352 0.296  -0.26
4 C 0.716 1.509 -0.801  -0.45
5 C 2.133 1.464 -0.313  0.34
6 O 3.217 1.608 -0.874  -0.64
7 C 0.377 -1.863 -0.399  -0.65
8 H -1.269 -1.738 0.916  0.15
9 H 0.094 -0.841 1.549  0.11
10 H -4.135 -0.680 0.366  0.01
11 H 0.179 1.550 1.279  0.11
12 H -1.089 2.129 0.204  0.19
13 H 0.442 2.197 -1.588  0.23
14 H 1.324 0.551 -0.970  0.27
15 H 2.108 1.215 0.763  0.11
16 H -3.855 -1.341 0.507  -0.01
17 H 0.626 -2.808 0.101  0.18
18 H 1.372 -1.447 -0.575  0.17
19 H -0.241 -2.004 -1.282  0.20

Output
Net charge = -1
Spin multiplicity = 1
Lowest unoccupied orbital energy = 4.0 eV
Kohn-Sham gap = 0.2124 Ha

=====

Winner for stability: x

=====

w:
Here is a structure of composition C5H12NO from the OMol25 dataset. Energies are from the ωB97M-V functional and the def2-TZVPD basis.

Each line ends with the natural charge from an NBO analysis.
Element x y z (Å)
1 C 0.228 -1.704 0.680  -0.26
2 N 1.312 -1.298 1.761  -0.60
3 C 2.170 -1.243 0.769  0.13
4 O -2.618 0.785 -1.544  -1.32
5 C -0.215 -0.569 -0.264  -0.49
6 C -0.225 0.780 0.432  -0.39
7 C -0.459 2.051 -0.435  -0.67
8 H -0.632 -1.951 1.315  0.23
9 H 0.570 -2.646 0.208  0.18
10 H -2.885 0.875 -2.466  0.40
11 H 2.835 -2.157 0.638  0.13
12 H 2.629 -0.304 0.434  0.14
13 H -1.201 -0.625 -0.837  0.33
14 H 0.474 -0.562 -1.209  0.16
15 H -1.058 0.785 1.165  0.19
16 H 0.600 1.010 1.140  0.18
17 H -1.530 1.877 -0.803  0.33
18 H 0.300 2.043 -1.268  0.16
19 H -0.296 2.855 0.284  0.16

Output
Net charge = -1
Spin multiplicity = 1
Lowest unoccupied orbital energy = 2.9 eV
Kohn-Sham gap = 0.2094 Ha

=====

x:
Here is the ion C5H12NO with charge -1 from the OMol25 dataset. Energies are from the ωB97M-V functional and the def2-TZVPD basis.

Each line ends with the natural charge from an NBO analysis.
Element x y z (Å)
1 C 1.840 1.428 1.076  -0.60
2 C 0.510 1.124 0.312  -0.43
3 C 0.291 -0.304 -0.225  -0.10
4 C 0.045 -1.262 1.168  0.05
5 O -1.135 -1.759 0.932  -0.92
6 N -0.821 -0.413 -1.210  -0.68
7 C -0.967 0.773 -2.058  -0.41
8 H 2.764 1.886 0.601  0.18
9 H 1.696 1.984 1.899  0.18
10 H 2.449 0.428 1.394  0.19
11 H -0.225 1.372 1.050  0.20
12 H 0.445 1.801 -0.622  0.18
13 H 1.148 -0.842 -0.675  0.16
14 H 0.997 -1.907 1.344  0.03
15 H 0.128 -0.647 2.009  0.07
16 H -1.802 -0.781 -0.622  0.41
17 H -0.082 0.818 -2.676  0.17
18 H -1.179 1.737 -1.626  0.15
19 H -1.820 0.559 -2.709  0.18

Output
Net charge = -1
Spin multiplicity = 1
Lowest unoccupied orbital energy = 4.0 eV
SMILES string = CC[C@@H](C[O-])NC
Kohn-Sham gap = 0.2328 Ha

=====

y:
Here is the ion C5H12NO with charge -1 from the OMol25 dataset. Energies are from the ωB97M-V functional and the def2-TZVPD basis.

Each line ends with the natural charge from an NBO analysis.
Element x y z (Å)
1 N 0.277 -1.829 1.980  -0.88
2 C 0.976 -0.574 1.644  -0.21
3 C -0.055 0.474 1.265  -0.40
4 C -0.758 0.260 -0.073  -0.41
5 C 0.153 0.306 -1.323  -0.44
6 C -0.537 1.058 -2.512  0.02
7 O -0.039 0.774 -3.703  -0.94
8 H -0.225 -2.150 1.165  0.36
9 H 0.739 -2.610 2.420  0.35
10 H 1.598 -0.756 0.758  0.18
11 H 1.591 -0.325 2.508  0.18
12 H -0.805 0.528 2.065  0.19
13 H 0.496 1.419 1.235  0.19
14 H -1.489 1.061 -0.178  0.20
15 H -1.237 -0.719 -0.028  0.17
16 H 0.424 -0.691 -1.663  0.19
17 H 1.041 0.840 -0.998  0.16
18 H -0.525 2.147 -2.212  0.05
19 H -1.626 0.787 -2.349  0.04

Output
Net charge = -1
Spin multiplicity = 1
Lowest unoccupied orbital energy = 3.7 eV
SMILES string = NCCCCC[O-]
Kohn-Sham gap = 0.2155 Ha

=====

Winner for stability: y

=====

w:
Here is the ion C3H9INO2 with charge +1 from the OMol25 dataset. Energies are from the ωB97M-V functional and the def2-TZVPD basis.

Each line ends with the natural charge from an NBO analysis.
Element x y z (Å)
1 C 0.793 -0.724 -1.234  -0.67
2 C 0.608 0.111 -0.053  -0.10
3 N 0.189 1.482 -0.503  -0.73
4 C -0.635 -0.438 0.792  0.49
5 O -0.371 -1.705 1.217  -0.70
6 O -0.603 0.544 1.745  -0.73
7 I -2.398 -0.267 -0.618  0.01
8 H 0.006 -0.532 -2.036  0.23
9 H 1.678 -0.393 -1.778  0.24
10 H 0.769 -1.749 -0.905  0.27
11 H 1.501 0.129 0.668  0.27
12 H -0.219 1.377 -1.420  0.46
13 H 1.042 2.067 -0.666  0.45
14 H -0.364 1.853 0.367  0.50
15 H -0.932 -2.041 1.919  0.51
16 H -1.064 0.285 2.502  0.50

Output
Net charge = +1
Spin multiplicity = 1
Lowest unoccupied orbital energy = -3.5 eV
SMILES string = C[C@@H]([NH3+])C(O)(O)I
Kohn-Sham gap = 0.3691 Ha

=====

x:
Here is a cluster of 2 separate species, C3H9INO2 in total from the OMol25 dataset. Energies are from the ωB97M-V functional and the def2-TZVPD basis.

Each line ends with the natural charge from an NBO analysis.
Element x y z (Å)
1 C -1.531 1.129 0.395  -0.43
2 C 0.551 0.670 -0.731  -0.59
3 C 0.272 -2.031 -0.274  0.62
4 N -0.104 1.512 0.283  -0.55
5 O 1.577 -2.269 -0.411  -0.62
6 O -0.254 -2.106 0.892  -0.59
7 I 2.620 0.646 -0.329  0.10
8 H -2.191 1.707 -0.271  0.24
9 H -1.636 0.012 0.326  0.23
10 H -1.826 1.457 1.367  0.23
11 H 0.296 0.964 -1.660  0.18
12 H -0.334 -1.429 -1.096  0.26
13 H -0.370 2.509 0.084  0.41
14 H 0.431 1.490 1.155  0.44
15 H 1.900 -1.941 -1.235  0.54
16 H 0.598 -2.320 1.505  0.53

Output
Net charge = +1
Spin multiplicity = 1
Lowest unoccupied orbital energy = -4.0 eV
Kohn-Sham gap = 0.2748 Ha

=====

Winner for stability: w

=====

w:
Here is the molecule C24H27N3O3S from the OMol25 dataset. Energies are from the ωB97M-V functional and the def2-TZVPD basis.

Each line ends with the natural charge from an NBO analysis.
Element x y z (Å)
1 C 4.753 2.137 0.488  -0.65
2 C 3.337 2.243 0.030  0.04
3 C 2.910 1.577 -1.114  -0.22
4 C 1.579 1.571 -1.471  -0.15
5 C 0.630 2.243 -0.702  -0.20
6 C -0.803 2.028 -1.039  0.67
7 O -1.178 1.034 -1.633  -0.62
8 N -1.666 2.994 -0.628  -0.62
9 C -3.093 2.802 -0.683  -0.24
10 C -3.639 2.264 0.656  -0.21
11 N -3.108 0.963 0.946  -0.37
12 C -1.944 0.721 1.623  -0.02
13 C -1.624 -0.605 1.552  -0.26
14 S -0.207 -1.388 2.252  0.25
15 C 1.091 -0.206 1.713  -0.62
16 C 2.301 -0.872 1.089  0.68
17 O 3.399 -0.766 1.611  -0.65
18 N 2.124 -1.527 -0.074  -0.44
19 C 0.892 -1.761 -0.794  -0.26
20 C 0.572 -3.259 -0.746  -0.08
21 O 1.629 -4.018 -1.289  -0.53
22 C 2.833 -3.785 -0.594  -0.07
23 C 3.217 -2.302 -0.629  -0.26
24 C -2.648 -1.242 0.790  -0.12
25 C -2.880 -2.557 0.397  -0.18
26 C -3.992 -2.824 -0.369  -0.23
27 C -4.874 -1.807 -0.744  -0.21
28 C -4.670 -0.499 -0.362  -0.25
29 C -3.550 -0.219 0.412  0.21
30 C 1.062 2.957 0.414  -0.14
31 C 2.397 2.951 0.771  -0.24
32 H 5.030 2.975 1.123  0.21
33 H 5.437 2.081 -0.355  0.22
34 H 4.853 1.218 1.068  0.26
35 H 3.631 1.038 -1.712  0.22
36 H 1.238 1.031 -2.342  0.24
37 H -1.316 3.793 -0.126  0.39
38 H -3.281 2.063 -1.467  0.24
39 H -3.584 3.744 -0.935  0.20
40 H -3.365 2.944 1.469  0.20
41 H -4.729 2.204 0.603  0.21
42 H -1.419 1.517 2.118  0.22
43 H 0.626 0.474 1.004  0.26
44 H 1.434 0.343 2.590  0.25
45 H 0.062 -1.182 -0.401  0.25
46 H 1.048 -1.468 -1.838  0.20
47 H -0.310 -3.481 -1.349  0.20
48 H 0.391 -3.557 0.298  0.17
49 H 3.594 -4.394 -1.085  0.19
50 H 2.730 -4.104 0.454  0.17
51 H 4.109 -2.117 -0.030  0.25
52 H 3.388 -1.988 -1.664  0.19
53 H -2.200 -3.340 0.696  0.22
54 H -4.192 -3.835 -0.689  0.21
55 H -5.735 -2.054 -1.347  0.21
56 H -5.359 0.278 -0.658  0.21
57 H 0.358 3.482 1.046  0.19
58 H 2.712 3.484 1.657  0.21

Output
Spin multiplicity = 1
Lowest unoccupied orbital energy = 0.4 eV
SMILES string = Cc1ccc(C(=O)NCCn2cc(SCC(=O)N3CCOCC3)c3ccccc32)cc1
Kohn-Sham gap = 0.2970 Ha

=====

x:
Here is the molecule C24H27N3O3S from the OMol25 dataset. Energies are from the ωB97M-V functional and the def2-TZVPD basis.

Each line ends with the natural charge from an NBO analysis.
Element x y z (Å)
1 O -0.608 -3.809 0.097  -0.62
2 C -0.699 -2.613 0.292  0.66
3 N 0.274 -1.878 0.869  -0.60
4 C 1.591 -2.410 1.162  -0.25
5 C 2.632 -1.766 0.283  -0.06
6 C 2.555 -1.974 -1.103  -0.21
7 C 3.455 -1.396 -1.971  -0.23
8 C 4.451 -0.595 -1.431  0.13
9 N 5.466 0.092 -2.034  -0.52
10 C 6.197 0.742 -1.070  0.18
11 C 5.670 0.486 0.163  -0.12
12 C 4.545 -0.368 -0.034  -0.01
13 C 3.616 -0.961 0.820  -0.22
14 C 6.235 1.049 1.425  -0.41
15 C 7.650 1.566 1.160  -0.39
16 C 7.688 2.430 -0.101  -0.38
17 C 7.392 1.586 -1.344  -0.44
18 C -1.940 -1.846 -0.058  -0.12
19 C -3.162 -2.505 0.051  -0.16
20 C -4.338 -1.853 -0.272  -0.17
21 C -4.281 -0.545 -0.715  -0.33
22 S -5.816 0.286 -1.118  2.30
23 O -5.523 1.654 -1.450  -0.95
24 O -6.546 -0.497 -2.070  -0.93
25 N -6.604 0.138 0.371  -0.66
26 C -8.047 0.265 0.277  -0.24
27 C -8.328 1.774 0.325  -0.43
28 C -7.133 2.357 1.099  -0.43
29 C -6.183 1.162 1.308  -0.24
30 C -3.077 0.115 -0.857  -0.19
31 C -1.899 -0.536 -0.527  -0.16
32 H 0.148 -0.885 0.986  0.40
33 H 1.532 -3.485 0.971  0.24
34 H 1.823 -2.244 2.218  0.20
35 H 1.770 -2.608 -1.485  0.22
36 H 3.390 -1.565 -3.036  0.21
37 H 5.656 0.111 -3.021  0.41
38 H 3.674 -0.798 1.886  0.21
39 H 5.601 1.870 1.778  0.20
40 H 6.249 0.288 2.208  0.21
41 H 8.325 0.717 1.030  0.20
42 H 7.999 2.146 2.017  0.21
43 H 6.938 3.219 -0.015  0.20
44 H 8.666 2.903 -0.202  0.21
45 H 8.252 0.947 -1.572  0.21
46 H 7.221 2.229 -2.212  0.21
47 H -3.165 -3.531 0.386  0.24
48 H -5.298 -2.336 -0.195  0.24
49 H -8.486 -0.249 1.137  0.20
50 H -8.380 -0.212 -0.642  0.24
51 H -8.348 2.171 -0.689  0.22
52 H -9.280 1.990 0.805  0.21
53 H -6.637 3.125 0.509  0.23
54 H -7.433 2.786 2.054  0.21
55 H -6.274 0.752 2.318  0.20
56 H -5.140 1.411 1.118  0.22
57 H -3.081 1.128 -1.228  0.24
58 H -0.955 -0.030 -0.668  0.21

Output
Spin multiplicity = 1
Lowest unoccupied orbital energy = 0.3 eV
SMILES string = O=C(NCc1ccc2[nH]c3c(c2c1)CCCC3)c1ccc(S(=O)(=O)N2CCCC2)cc1
Kohn-Sham gap = 0.2996 Ha

=====

Winner for stability: w